(1)
33
Properties=species:S:1:pos:R:3 method="wB97M-V/def2-TZVPD" smiles="[H]/N=C/NCCCCN.O.O.O.O" largest_force_ev_per_a=3.99 gap_ev=8.9826 e_homo_ev=-8.42 energy_ha=-668.25186 e_above_lowest_ev=1.4418
H 3.130 0.629 -0.738
N 2.271 0.763 -0.228
C 1.182 0.092 -0.454
N 0.396 0.061 0.629
C -1.093 0.063 0.513
C -1.741 -0.165 -0.876
C -1.687 -1.621 -1.403
C -0.542 -2.033 -2.272
N 0.369 -2.959 -1.548
H 0.875 -0.307 -1.403
H 0.651 0.394 1.544
H -1.479 0.884 1.101
H -1.385 -0.861 1.033
H -1.105 0.470 -1.528
H -2.639 0.428 -0.978
H -2.752 -1.820 -1.699
H -1.803 -2.285 -0.545
H 0.065 -1.252 -2.722
H -0.931 -2.692 -3.061
H 0.234 -2.974 -0.544
H 1.334 -2.677 -1.677
O -0.291 1.463 3.252
H -0.055 2.205 2.673
H 0.486 1.361 3.808
O 1.687 3.355 1.451
H 1.354 3.471 0.543
H 2.210 2.572 1.174
O 0.700 2.602 -1.525
H 1.646 2.520 -1.646
H 0.192 3.228 -2.036
O -0.267 -1.587 2.725
H -1.167 -1.342 2.947
H 0.157 -1.986 3.490

***

(2)
71
Properties=species:S:1:pos:R:3 method="wB97M-V/def2-TZVPD" largest_force_ev_per_a=1.74 gap_ev="4.0381 / 4.2301" e_homo_ev="-16.13 / -16.19" energy_ha=-4955.36724 total_charge=+3 e_above_lowest_ev=4.0343
Bi -1.511 0.470 -1.467
P -1.742 -1.794 0.535
P 1.169 -0.216 1.327
P 1.193 -1.090 -1.942
H -3.481 3.324 -5.266
C -3.583 2.237 -5.454
C -3.319 1.361 -4.498
H -2.970 1.728 -3.529
C -3.143 -1.533 1.703
C -0.798 -3.076 1.465
C -2.549 -2.870 -0.724
C 2.340 1.196 1.540
C 0.452 -0.142 3.027
C 2.383 -1.578 1.631
C 1.009 -1.192 -3.770
C 1.469 -2.876 -1.550
C 2.913 -0.436 -1.855
H -3.949 1.944 -6.443
H -3.443 0.300 -4.707
H -3.755 -0.672 1.398
H -2.783 -1.360 2.728
H -3.760 -2.441 1.686
H -0.366 -2.700 2.401
H 0.008 -3.503 0.855
H -1.509 -3.875 1.713
H -3.230 -2.294 -1.367
H -3.126 -3.623 -0.174
H -1.808 -3.371 -1.365
H 3.085 0.931 2.299
H 1.788 2.084 1.868
H 2.850 1.448 0.600
H 1.283 -0.212 3.740
H -0.272 -0.933 3.248
H -0.047 0.818 3.174
H 2.881 -1.347 2.586
H 3.141 -1.631 0.839
H 1.890 -2.556 1.715
H 1.970 -1.509 -4.198
H 0.738 -0.218 -4.201
H 0.229 -1.916 -4.044
H 2.024 -3.355 -2.370
H 0.505 -3.395 -1.439
H 2.043 -3.018 -0.624
H 3.495 -0.823 -2.705
H 3.444 -0.710 -0.936
H 2.878 0.661 -1.923
C 0.781 3.510 -2.873
C -0.476 3.933 -3.357
C -0.767 3.925 -4.713
C 0.284 3.699 -5.644
C 1.594 3.461 -5.148
C 1.857 3.399 -3.779
Se 0.850 2.934 -1.135
H -0.522 1.358 -2.829
H -1.244 4.138 -2.591
H -1.763 4.155 -5.077
H 0.111 3.731 -6.731
H 2.396 3.318 -5.883
H 2.865 3.160 -3.396
S -2.939 1.940 0.662
C -2.249 2.157 2.208
N -2.847 1.593 3.319
C -2.311 1.690 4.584
C -1.186 2.449 4.773
C -0.603 3.130 3.687
C -1.142 2.989 2.419
H -3.703 1.048 3.173
H -2.860 1.212 5.366
H -0.761 2.511 5.775
H 0.254 3.777 3.876
H -0.705 3.509 1.560

***

(3)
41
Properties=species:S:1:pos:R:3 method="wB97M-V/def2-TZVPD" largest_force_ev_per_a=1.21 gap_ev="7.1075 / 6.6220" s2=0.802 e_homo_ev="-5.27 / -4.81" spin_multiplicity=2 energy_ha=-5302.28698 total_charge=-1
Mn 2.216 -1.678 0.732
O 3.784 0.980 -1.086
C 3.370 2.179 -0.634
C 3.804 3.318 -1.306
C 3.474 4.579 -0.833
C 2.717 4.723 0.323
C 2.264 3.579 0.970
C 2.548 2.308 0.493
C 1.964 1.089 1.172
O 2.827 0.055 1.297
N 0.788 0.630 0.350
N 0.398 -0.631 0.723
C -0.801 -0.978 0.452
C -1.417 -2.253 0.833
Br -0.393 -3.444 1.862
C -2.649 -2.635 0.492
C -3.723 -1.843 -0.147
C -4.650 -2.513 -0.946
C -5.686 -1.836 -1.571
C -5.830 -0.468 -1.392
C -4.944 0.206 -0.563
C -3.909 -0.475 0.059
H 3.705 0.336 -0.350
H 4.424 3.188 -2.184
H 3.833 5.456 -1.358
H 2.485 5.706 0.714
H 1.657 3.669 1.867
H 1.551 1.427 2.144
H 0.010 1.282 0.385
H -1.421 -0.289 -0.117
H -2.900 -3.668 0.706
H -4.541 -3.582 -1.088
H -6.382 -2.379 -2.198
H -6.636 0.065 -1.880
H -5.069 1.266 -0.385
H -3.267 0.051 0.753
O 3.974 -4.803 -0.058
S 3.341 -3.575 0.329
O 3.109 -3.385 1.798
O 4.032 -2.303 -0.094
O 1.941 -3.355 -0.264

***

(4)
13
Properties=species:S:1:pos:R:3 method="wB97M-V/def2-TZVPD" largest_force_ev_per_a=2.39 gap_ev=9.0376 e_homo_ev=-8.31 energy_ha=-373.85074 e_above_lowest_ev=7.0648
N 1.099 0.099 0.219
C -0.247 -0.898 -0.518
C -0.706 0.170 0.335
N -1.328 0.567 1.451
O 1.793 1.154 -0.417
N -0.299 -2.162 -0.595
N -0.940 0.466 -0.981
H 2.231 0.741 -1.179
H 1.741 -0.504 0.733
H -1.090 0.125 2.325
H -1.741 1.486 1.499
H -0.064 -2.523 -1.516
H -0.451 1.279 -1.354

***

(5)
149
Properties=species:S:1:pos:R:3 method="wB97M-V/def2-TZVPD" smiles="CCOP(=O)(OCC)OCC.C[C@H]1COC(=O)O1.C[C@H]1COC(=O)O1.C[C@H]1COC(=O)O1.COC(=O)OC.COC(=O)OC.COC(=O)OC.COC(=O)OC.COC(=O)OC.COC(=O)OC.COC(=O)OC" largest_force_ev_per_a=2.78 gap_ev=10.3882 e_homo_ev=-10.17 energy_ha=-4430.67591
C 5.428 0.449 5.205
C 4.221 0.131 6.098
O 3.035 0.387 5.363
P 2.047 -0.816 4.990
O 1.558 -1.592 6.171
O 0.873 -0.014 4.232
C -0.398 -0.573 3.878
C -1.451 0.498 3.948
O 2.743 -1.654 3.832
C 3.041 -1.053 2.564
C 4.132 -1.891 1.927
H 5.580 0.000 4.223
H 5.460 1.526 5.035
H 6.301 0.090 5.755
H 4.314 -0.891 6.473
H 4.147 0.668 7.043
H -0.387 -0.958 2.857
H -0.650 -1.359 4.591
H -1.084 1.367 3.401
H -2.433 0.150 3.625
H -1.744 0.856 4.938
H 2.149 -1.181 1.949
H 3.318 -0.005 2.670
H 4.362 -1.368 0.997
H 5.033 -1.903 2.542
H 3.864 -2.929 1.732
C -5.950 2.667 3.659
C -5.460 1.213 3.760
C -6.457 0.017 3.563
O -5.840 -0.766 2.607
C -4.745 -0.147 2.136
O -3.951 -0.657 1.386
O -4.632 1.059 2.605
H -5.117 3.343 3.467
H -6.424 3.046 4.564
H -6.586 2.760 2.779
H -4.767 1.050 4.587
H -7.453 0.325 3.242
H -6.577 -0.586 4.463
C 0.216 0.886 -3.688
C -1.130 0.498 -4.338
C -1.331 1.222 -5.668
O -1.673 0.156 -6.531
C -1.459 -1.047 -5.999
O -1.498 -2.076 -6.600
O -1.094 -0.855 -4.719
H 0.146 1.817 -3.129
H 1.123 0.733 -4.270
H 0.215 0.132 -2.895
H -2.003 0.679 -3.712
H -0.448 1.786 -5.971
H -2.108 1.987 -5.645
C -3.346 -4.516 -1.743
C -2.639 -4.456 -0.397
C -3.003 -3.290 0.477
O -3.044 -3.868 1.789
C -3.096 -5.199 1.693
O -3.338 -5.909 2.632
O -2.953 -5.580 0.369
H -3.143 -3.639 -2.359
H -4.383 -4.813 -1.592
H -2.905 -5.310 -2.350
H -1.553 -4.451 -0.517
H -3.956 -2.796 0.294
H -2.189 -2.570 0.405
C 2.444 5.934 -2.168
O 2.329 4.570 -2.387
C 3.250 3.683 -2.017
O 4.301 3.968 -1.486
O 2.838 2.474 -2.417
C 3.787 1.422 -2.334
H 3.299 6.344 -2.708
H 2.507 6.086 -1.090
H 1.591 6.443 -2.615
H 4.181 1.275 -1.328
H 4.644 1.524 -2.998
H 3.235 0.524 -2.609
C 0.194 5.346 1.060
O -1.006 4.981 0.353
C -1.796 4.025 0.819
O -1.618 3.299 1.782
O -2.810 3.909 -0.084
C -4.093 3.401 0.376
H 0.883 4.503 1.091
H 0.012 5.764 2.049
H 0.675 6.165 0.528
H -4.181 2.369 0.036
H -4.920 3.990 -0.017
H -4.104 3.367 1.463
C 1.571 -5.956 -1.439
O 0.717 -5.678 -0.340
C 1.292 -5.252 0.834
O 2.482 -5.149 1.046
O 0.345 -4.818 1.681
C 0.700 -4.383 2.973
H 2.045 -6.936 -1.488
H 2.401 -5.247 -1.455
H 1.020 -5.735 -2.350
H 1.476 -3.643 2.772
H 1.104 -5.209 3.555
H -0.114 -3.860 3.469
C 1.806 -2.247 -1.066
O 0.473 -1.744 -1.175
C 0.090 -0.591 -0.648
O 0.768 0.191 0.016
O -1.112 -0.293 -1.149
C -1.772 0.919 -0.698
H 2.107 -2.353 -0.024
H 2.549 -1.651 -1.596
H 1.810 -3.207 -1.574
H -2.804 0.795 -1.016
H -1.254 1.721 -1.221
H -1.831 1.033 0.384
C -5.278 4.334 -3.033
O -5.811 2.993 -2.910
C -4.934 1.988 -2.920
O -3.717 1.985 -3.014
O -5.678 0.889 -2.752
C -5.060 -0.351 -2.500
H -4.626 4.640 -2.217
H -6.055 5.100 -3.029
H -4.809 4.485 -4.005
H -4.007 -0.370 -2.790
H -5.608 -1.138 -3.012
H -4.974 -0.446 -1.415
C 0.425 -3.483 -4.246
O 1.264 -2.671 -5.022
C 2.540 -2.424 -4.605
O 3.097 -2.899 -3.628
O 2.979 -1.364 -5.318
C 4.346 -1.043 -5.271
H -0.627 -3.490 -4.530
H 0.360 -3.063 -3.241
H 0.667 -4.546 -4.238
H 4.474 0.010 -5.015
H 4.813 -1.168 -6.248
H 5.018 -1.508 -4.549
C 7.218 2.493 2.851
O 5.918 2.975 2.548
C 5.060 2.163 1.837
O 5.380 1.116 1.317
O 3.810 2.647 1.884
C 2.857 2.185 0.989
H 7.620 1.912 2.020
H 7.193 1.764 3.664
H 7.868 3.315 3.142
H 2.656 2.891 0.180
H 1.928 1.877 1.465
H 3.279 1.351 0.426

***

(6)
48
Properties=species:S:1:pos:R:3 method="wB97M-V/def2-TZVPD" smiles="CCC(=O)N1c2ccc(S(=O)(=O)CCC(=O)Nc3nccs3)cc2C[C@@H]1C" largest_force_ev_per_a=1.16 gap_ev=9.2019 e_homo_ev=-8.57 energy_ha=-1960.15183 e_above_lowest_ev=1.0686
C 1.617 1.407 7.189
C 1.183 -0.013 6.817
C 0.575 -0.001 5.426
O -0.614 0.178 5.267
N 1.436 -0.128 4.372
C 1.073 0.013 3.030
C -0.193 0.076 2.469
C -0.292 0.211 1.091
C 0.849 0.283 0.315
S 0.689 0.449 -1.462
O -0.211 -0.569 -1.951
O 2.007 0.484 -2.042
C -0.109 2.083 -1.739
C -1.201 1.879 -2.769
C -2.205 0.898 -2.207
O -2.596 0.940 -1.062
N -2.748 -0.033 -3.062
C -2.336 -0.415 -4.306
N -1.652 0.276 -5.148
C -1.426 -0.408 -6.297
C -1.962 -1.650 -6.357
S -2.792 -2.015 -4.890
C 2.120 0.232 0.868
C 2.222 0.093 2.232
C 3.440 0.027 3.103
C 2.863 -0.461 4.444
C 3.030 -1.976 4.579
H 0.766 2.080 7.129
H 2.004 1.427 8.205
H 2.390 1.774 6.517
H 0.397 -0.332 7.503
H 2.019 -0.704 6.903
H -1.073 0.023 3.087
H -1.259 0.255 0.613
H -0.515 2.402 -0.783
H 0.670 2.759 -2.077
H -1.722 2.820 -2.969
H -0.790 1.500 -3.703
H -3.345 -0.700 -2.584
H -0.856 0.069 -7.072
H -1.926 -2.362 -7.154
H 2.980 0.294 0.221
H 4.195 -0.655 2.716
H 3.891 1.018 3.195
H 3.332 0.048 5.288
H 2.512 -2.354 5.457
H 4.083 -2.231 4.661
H 2.615 -2.468 3.702

***

(7)
12
Properties=species:S:1:pos:R:3 method="wB97M-V/def2-TZVPD" largest_force_ev_per_a=0.54 gap_ev=8.5642 e_homo_ev=-4.37 energy_ha=-360.37045 total_charge=-1 e_above_lowest_ev=0.0211
C 1.538 -0.200 -1.096
N 0.488 -0.255 -0.126
C 0.377 0.694 0.906
O -0.714 0.634 1.564
O 1.321 1.482 1.071
H 1.477 0.641 -1.796
H 2.511 -0.157 -0.606
H 1.508 -1.113 -1.703
H -0.242 -0.939 -0.188
H -1.989 -0.070 0.861
H -3.536 -0.183 0.758
O -2.739 -0.534 0.356

***

(8)
20
Properties=species:S:1:pos:R:3 method="wB97M-V/def2-TZVPD" smiles="C=C(C)CC.NO" largest_force_ev_per_a=4.60 gap_ev=9.7336 e_homo_ev=-8.77 energy_ha=-328.18094 e_above_lowest_ev=3.7526
C 0.085 1.353 1.356
C 0.001 0.635 0.241
C 0.241 1.180 -1.130
C -0.891 -0.791 0.235
C -2.359 -0.455 0.034
H 0.444 2.371 1.338
H -0.165 0.948 2.324
H -0.689 1.257 -1.693
H 0.693 2.169 -1.073
H 0.902 0.511 -1.683
H -0.529 -1.400 -0.595
H -0.755 -1.317 1.182
H -2.957 -1.366 0.021
H -2.715 0.194 0.832
H -2.521 0.053 -0.915
N 2.325 -0.895 0.392
O 2.329 -1.405 -0.948
H 2.879 -0.040 0.329
H 1.203 -0.649 0.597
H 2.477 -2.353 -0.841

***

(9)
9
Properties=species:S:1:pos:R:3 method="wB97M-V/def2-TZVPD" smiles=CC[SeH] largest_force_ev_per_a=5.92 gap_ev=9.5238 e_homo_ev=-8.63 energy_ha=-2481.17020 e_above_lowest_ev=0.6078
C 0.906 -0.432 0.258
C -0.249 0.739 0.103
Se -1.975 -0.056 0.006
H 0.687 -0.874 1.148
H 0.788 -1.089 -0.492
H 1.921 0.060 0.054
H 0.093 1.237 -0.698
H -0.210 1.295 0.943
H -1.962 -0.881 -1.321

***

(10)
88
Properties=species:S:1:pos:R:3 method="wB97M-V/def2-TZVPD" largest_force_ev_per_a=6.48 gap_ev=8.5338 e_homo_ev=-11.43 energy_ha=-47647.67124 total_charge=+1
N -3.285 0.723 0.087
P -2.546 -0.748 0.072
N -0.774 -0.448 0.033
C -0.053 -1.586 -0.653
C 0.028 -1.483 -2.286
O -0.014 -0.119 -2.833
H -3.859 0.766 0.979
H -2.912 -1.487 -1.135
H -2.953 -1.474 1.283
H -0.468 -0.387 1.050
H -0.605 0.498 -0.370
H -0.691 -2.569 -0.417
H 1.000 -1.785 -0.140
H 1.064 -1.982 -2.604
H -0.808 -2.171 -2.768
H -0.914 -0.039 -3.300
Br -5.335 0.079 2.499
C -7.152 -0.108 1.813
C -7.338 -1.432 1.110
Br -6.528 -1.408 -0.665
H -7.341 0.756 1.170
H -7.796 -0.046 2.695
H -8.399 -1.630 0.934
H -6.899 -2.275 1.649
Br 3.123 -0.521 -5.914
C 2.790 0.691 -4.422
C 3.086 2.123 -4.804
Br 5.006 2.465 -4.828
H 3.389 0.334 -3.580
H 1.729 0.566 -4.186
H 2.684 2.813 -4.057
H 2.701 2.397 -5.791
Br 2.197 5.071 -2.716
C 1.847 6.706 -3.720
C 2.390 6.611 -5.127
Br 4.327 6.850 -5.154
H 2.275 7.532 -3.145
H 0.758 6.804 -3.733
H 1.996 7.420 -5.748
H 2.180 5.653 -5.609
Br 0.290 -1.449 3.059
C 0.323 -3.394 3.207
C -0.929 -4.008 2.625
Br -2.444 -3.808 3.838
H 0.472 -3.631 4.264
H 1.205 -3.707 2.641
H -0.807 -5.088 2.500
H -1.225 -3.567 1.669
Br 4.668 -4.237 1.213
C 5.107 -4.615 3.076
C 3.926 -4.353 3.981
Br 3.681 -2.441 4.286
H 5.986 -4.014 3.324
H 5.380 -5.674 3.094
H 4.098 -4.779 4.973
H 2.982 -4.736 3.584
Br 0.110 9.544 -3.421
C 0.549 9.166 -1.558
C -0.632 9.428 -0.653
Br -0.877 11.339 -0.347
H 1.429 9.767 -1.309
H 0.822 8.107 -1.539
H -0.460 9.002 0.339
H -1.576 9.045 -1.050
Br -7.530 3.014 -1.249
C -7.508 1.631 -2.624
C -7.818 2.207 -3.986
Br -9.726 2.563 -4.184
H -8.214 0.857 -2.310
H -6.494 1.222 -2.600
H -7.580 1.487 -4.773
H -7.296 3.147 -4.188
Br 9.308 -5.589 -0.565
C 8.285 -7.243 -0.726
C 6.961 -7.139 -0.007
Br 7.189 -7.311 1.923
H 8.921 -8.049 -0.350
H 8.132 -7.378 -1.800
H 6.303 -7.965 -0.290
H 6.444 -6.191 -0.184
Br 1.223 -3.416 6.524
C 0.510 -2.294 7.952
C -0.522 -1.326 7.424
Br 0.320 0.166 6.491
H 1.363 -1.802 8.428
H 0.057 -2.992 8.662
H -1.079 -0.869 8.246
H -1.227 -1.783 6.723

***

(11)
14
Properties=species:S:1:pos:R:3 method="wB97M-V/def2-TZVPD" smiles=NCCCO largest_force_ev_per_a=4.34 gap_ev=10.3208 e_homo_ev=-9.46 energy_ha=-249.59384 e_above_lowest_ev=3.2613
N -1.867 -0.126 -0.695
C -0.898 0.828 0.127
C 0.140 -0.082 0.801
C 1.127 -0.668 -0.179
O 1.762 0.592 -0.753
H -2.057 -1.089 -0.234
H -1.360 -0.529 -1.508
H -0.300 1.445 -0.823
H -1.505 1.736 0.855
H -0.392 -0.898 1.335
H 0.723 0.312 1.593
H 1.795 -1.421 0.398
H 0.744 -1.182 -1.058
H 2.089 1.083 0.144